(1)
114
Properties=species:S:1:pos:R:3 method="wB97M-V/def2-TZVPD" homo_lumo_gap_ev=7.6 charge=+1 homo_energy_ha=-0.3623 energy_ev=-159679.1037 de_lowest_kcal_mol=65.64 lumo_ev=-2.27 mol_weight_g_mol=1055.8
Ta -0.00643 0.26885 0.10578
C 5.14833 -0.46161 6.18038
C 5.58423 -0.31704 4.71693
C 6.61232 0.81646 4.60624
C 6.25135 -1.61774 4.27373
C 4.36318 0.01049 3.86038
C 3.89584 -0.81718 2.85581
C 2.77532 -0.44419 2.12829
Se 2.17842 -1.47949 0.65369
C 3.18790 -0.59436 -0.73032
C 4.48984 -0.99025 -0.96674
C 5.25142 -0.32727 -1.92460
C 4.62947 0.68562 -2.64241
C 3.30849 1.10372 -2.46028
C 2.60504 0.45769 -1.44466
O 1.34394 0.83215 -1.08016
C 2.78465 2.20684 -3.39501
C 3.00556 1.74949 -4.84507
C 3.58638 3.48853 -3.13780
C 1.29822 2.54492 -3.25400
C 6.71151 -0.68058 -2.20840
C 7.21872 -1.78943 -1.28817
C 6.84722 -1.15135 -3.66216
C 7.58236 0.56445 -1.99395
C 2.06883 0.72556 2.37940
O 0.94101 1.01573 1.67810
C 2.55104 1.61690 3.36223
C 3.67403 1.20657 4.07042
C 1.91470 2.98025 3.67116
C 1.65025 3.80753 2.40260
C 0.60506 2.75153 4.43028
C 2.83033 3.83156 4.55625
H 6.00848 -0.69618 6.81007
H 4.70148 0.45980 6.55677
H 4.41469 -1.26184 6.29410
H 7.50586 0.56765 5.18140
H 6.91002 0.97786 3.56849
H 6.22538 1.75877 4.99465
H 7.12834 -1.80793 4.89346
H 5.58355 -2.47476 4.37925
H 6.58542 -1.56766 3.23519
H 4.39768 -1.74369 2.61498
H 4.90763 -1.80575 -0.39435
H 5.20678 1.18855 -3.40787
H 4.05920 1.59847 -5.07906
H 2.48010 0.81319 -5.04256
H 2.62090 2.50548 -5.53177
H 4.65502 3.34080 -3.29715
H 3.25325 4.27811 -3.81403
H 3.44626 3.83711 -2.11297
H 0.65669 1.67626 -3.40442
H 1.06345 2.97533 -2.28434
H 1.04734 3.28466 -4.01793
H 6.66610 -2.72074 -1.42592
H 8.26585 -1.99517 -1.51303
H 7.15713 -1.50548 -0.23557
H 6.23048 -2.03203 -3.84916
H 6.54452 -0.37364 -4.36458
H 7.88532 -1.40954 -3.87840
H 7.48815 0.93908 -0.97330
H 8.63141 0.32274 -2.17327
H 7.30711 1.37021 -2.67506
H 4.05334 1.86876 4.83532
H 1.00221 3.29738 1.69855
H 1.17795 4.75131 2.68698
H 2.58766 4.05015 1.89689
H -0.07085 2.12547 3.85705
H 0.79487 2.25525 5.38460
H 0.11812 3.70848 4.63765
H 3.82257 3.95095 4.11822
H 2.39263 4.82519 4.66212
H 2.94332 3.42011 5.56055
N -4.50679 0.98625 1.81593
C -3.02629 1.22621 1.73516
C -2.68800 2.43045 2.57632
P -2.24539 -0.39122 2.31705
O -1.20868 0.02253 3.44257
O -3.32866 -1.22761 2.84990
O -1.39221 -0.82875 1.09563
P -3.42150 0.43346 -0.97821
O -4.39464 1.47644 -1.66558
O -4.22035 -0.53423 -0.19626
O -2.23202 0.12100 -1.77929
H -4.72892 0.59721 2.73559
H -4.73200 0.24291 1.08221
H -5.02462 1.84836 1.64280
H -2.91456 2.21586 3.62211
H -3.27264 3.29113 2.24463
H -1.62882 2.65489 2.49507
H -1.44117 -0.38668 4.28926
H -4.00461 1.90067 -2.44310
C -1.20442 3.30865 -0.37827
C -1.19491 1.91386 0.12829
O -2.76075 1.52927 0.33048
H -1.81087 3.98644 0.23217
H -1.54013 3.38609 -1.41918
H -0.18223 3.69366 -0.34338
C -0.32067 -4.06523 -1.18269
S -1.22579 -2.54457 -1.32939
O -0.07499 -1.49764 -1.24673
C -1.65677 -2.60995 -3.04223
C -2.92629 -3.06613 -3.35699
C -3.28512 -3.15036 -4.69511
C -2.38830 -2.76279 -5.68026
C -1.12678 -2.28946 -5.33921
C -0.74687 -2.21141 -4.00890
H 0.52428 -4.03124 -1.86901
H -0.99803 -4.87941 -1.43667
H 0.01380 -4.15736 -0.15180
H -3.63016 -3.33242 -2.57829
H -4.27075 -3.50360 -4.96514
H -2.67673 -2.82067 -6.72088
H -0.43858 -1.97679 -6.11282
H 0.22197 -1.82464 -3.72254

=====

(2)
114
Properties=species:S:1:pos:R:3 method="wB97M-V/def2-TZVPD" homo_lumo_gap_ev=7.6 charge=+1 homo_energy_ha=-0.3896 energy_ev=-159681.9502 de_lowest_kcal_mol=0.00 lumo_ev=-3.02 mol_weight_g_mol=1055.8
Ta -1.36139 1.16283 -1.28794
C 0.42242 -6.39668 -2.59536
C 1.03253 -5.59785 -1.43533
C 2.55841 -5.76937 -1.44054
C 0.49122 -6.16358 -0.12223
C 0.69181 -4.11963 -1.60520
C -0.02741 -3.40327 -0.66174
C -0.29307 -2.06235 -0.88588
Se -1.11855 -0.96309 0.45795
C 0.51520 -0.27591 1.20086
C 1.17187 -1.00618 2.17508
C 2.41677 -0.58820 2.61925
C 2.95688 0.54358 2.01497
C 2.33506 1.29512 1.01983
C 1.04947 0.88378 0.63865
O 0.29252 1.61416 -0.21973
C 3.12246 2.47375 0.42415
C 3.36567 3.51627 1.52626
C 4.47174 1.93881 -0.08752
C 2.46677 3.18901 -0.76231
C 3.20283 -1.32336 3.70193
C 2.43946 -2.53430 4.23775
C 3.47167 -0.36403 4.86975
C 4.53717 -1.80915 3.11937
C 0.13330 -1.40815 -2.03652
O -0.21640 -0.11007 -2.18469
C 0.87814 -2.09519 -3.00414
C 1.12738 -3.43734 -2.74472
C 1.40382 -1.38034 -4.24855
C 2.32929 -0.22855 -3.82288
C 0.23403 -0.84313 -5.08759
C 2.21692 -2.32444 -5.13791
H 0.66724 -7.45499 -2.48973
H 0.80490 -6.06256 -3.56058
H -0.66437 -6.29740 -2.60850
H 2.81552 -6.82112 -1.30402
H 3.01770 -5.19642 -0.63290
H 3.00028 -5.44018 -2.38171
H 0.76061 -7.21711 -0.04344
H -0.59759 -6.09843 -0.07049
H 0.91383 -5.65002 0.74404
H -0.37608 -3.86853 0.24980
H 0.70871 -1.90063 2.56882
H 3.93920 0.86312 2.33767
H 3.95653 3.11108 2.34826
H 2.41982 3.87682 1.93671
H 3.90781 4.37065 1.11655
H 5.04499 1.43848 0.69166
H 5.07487 2.76620 -0.46533
H 4.31835 1.22850 -0.90253
H 1.55505 3.71594 -0.48523
H 3.17137 3.93670 -1.13176
H 2.23294 2.50839 -1.58037
H 1.48486 -2.24589 4.68281
H 3.03076 -3.02172 5.01343
H 2.25095 -3.27277 3.45542
H 2.53548 -0.00716 5.30291
H 4.04899 0.50536 4.55305
H 4.03847 -0.87354 5.65080
H 4.37095 -2.48187 2.27587
H 5.10521 -2.34663 3.88059
H 5.15227 -0.97829 2.77119
H 1.69510 -3.99513 -3.47521
H 1.81118 0.50770 -3.21035
H 2.71670 0.27797 -4.70908
H 3.18047 -0.61260 -3.25666
H -0.35109 -0.10065 -4.54919
H -0.42987 -1.65728 -5.38537
H 0.62018 -0.37862 -5.99690
H 3.08526 -2.72951 -4.61518
H 2.58257 -1.76893 -6.00208
H 1.61363 -3.15410 -5.51090
N -3.78007 5.12918 -0.46221
C -2.31430 4.77293 -0.60150
C -1.44680 6.01041 -0.41111
P -2.08073 3.56847 0.81542
O -0.56527 3.68252 1.19919
O -3.03958 4.04603 1.82276
O -2.29292 2.15530 0.21618
P -2.18501 3.91709 -2.20618
O -1.93771 5.10972 -3.21619
O -3.44905 3.15711 -2.33542
O -0.93395 3.01269 -2.15688
H -4.00240 6.03966 -0.86317
H -3.98939 5.09571 0.55443
H -4.32754 4.39342 -0.94053
H -1.55003 6.41025 0.59881
H -1.70406 6.78221 -1.13816
H -0.40125 5.74592 -0.55655
H -0.04416 2.98127 0.72546
H -1.76368 4.86444 -4.13520
C -4.26159 -0.73911 -2.18860
C -3.03026 0.06068 -2.11963
O -2.55979 0.73248 -3.03796
H -4.54899 -0.95852 -3.21557
H -5.02398 -0.10819 -1.71240
H -4.16481 -1.64555 -1.59234
C -6.02309 -0.82832 1.63765
S -4.73295 0.30904 1.09408
O -5.43470 1.34721 0.29016
C -4.33500 1.00551 2.69025
C -3.26765 0.47195 3.39940
C -2.91525 1.03690 4.61543
C -3.62835 2.12540 5.10289
C -4.69366 2.64655 4.38242
C -5.04854 2.09051 3.16327
H -6.40256 -1.31151 0.73813
H -6.81550 -0.26012 2.12174
H -5.60076 -1.56708 2.31722
H -2.71600 -0.37509 3.00516
H -2.08436 0.63381 5.17914
H -3.34470 2.57515 6.04507
H -5.23774 3.49998 4.76397
H -5.85358 2.49599 2.56428

=====

(3)
118
Properties=species:S:1:pos:R:3 method="wB97M-V/def2-TZVPD" homo_lumo_gap_ev=5.7 charge=-1 homo_energy_ha=-0.1511 energy_ev=-123643.4734 de_lowest_kcal_mol=24.51 lumo_ev=1.62 mol_weight_g_mol=1214.3
Ba 1.69303 1.23286 0.31008
C 2.91875 0.52599 5.63487
C 1.73878 0.43683 4.67328
C 2.00029 1.35586 3.45149
C 0.44269 0.79867 5.39579
N 1.63425 -0.99077 4.17157
C 2.31458 -2.05289 4.71751
C 2.10478 -3.12167 3.92397
N 1.31534 -2.73506 2.86782
B 1.44165 -3.65180 1.58325
N 2.77128 -3.50157 0.81256
C 2.97003 -4.45885 -0.16838
C 3.97414 -4.04725 -0.95382
N 4.43176 -2.83698 -0.45344
C 3.66242 -2.50133 0.62159
S 3.86349 -1.13036 1.62988
C 5.40907 -2.01010 -1.24721
C 6.41942 -2.96959 -1.88772
C 6.19638 -1.02253 -0.38628
C 4.62123 -1.27352 -2.32258
N 0.23709 -3.60540 0.60013
C -0.77607 -4.54074 0.66044
C -1.63513 -4.29453 -0.34572
N -1.15699 -3.19338 -1.04816
C 0.01791 -2.79144 -0.47292
S 1.02648 -1.53955 -1.01554
C -1.92439 -2.68984 -2.24434
C -1.81669 -3.76737 -3.32229
C -1.45382 -1.35683 -2.81983
C -3.37631 -2.49757 -1.79694
C 1.04392 -1.42960 3.02636
S -0.23840 -0.56178 2.22072
H 3.05970 1.57807 5.87930
H 3.83518 0.16554 5.16615
H 2.73982 -0.00949 6.56952
H 1.19665 2.06372 3.25798
H 2.02170 0.58951 2.68576
H 2.95467 1.87487 3.38582
H 0.57539 1.75694 5.89979
H 0.19798 0.04380 6.14661
H -0.38394 0.90055 4.69801
H 2.92412 -1.95960 5.59430
H 2.49712 -4.12018 3.98763
H 1.42478 -4.76826 2.05310
H 2.37071 -5.35078 -0.21909
H 4.41369 -4.52142 -1.80812
H 6.89108 -3.60646 -1.13657
H 7.19421 -2.37485 -2.36897
H 5.97834 -3.59510 -2.66263
H 6.55602 -1.48147 0.53419
H 5.61172 -0.14720 -0.12625
H 7.05298 -0.69123 -0.97519
H 4.13229 -1.97306 -3.00436
H 5.28300 -0.62499 -2.89773
H 3.85767 -0.62797 -1.89201
H -0.79244 -5.30309 1.41883
H -2.53445 -4.80860 -0.62614
H -0.77499 -3.89186 -3.62086
H -2.39099 -3.46430 -4.19861
H -2.19928 -4.73006 -2.97778
H -0.46062 -1.41145 -3.25265
H -1.45280 -0.55032 -2.08765
H -2.16431 -1.09574 -3.60880
H -3.85548 -3.42209 -1.47287
H -3.41831 -1.77310 -0.98192
H -3.95285 -2.09886 -2.63160
C -3.52887 4.84027 -1.34944
C -3.04703 5.42593 -0.03133
N -2.33614 4.47349 0.80361
C -1.03954 4.43435 1.15610
S -0.62698 3.50112 2.53716
N -0.09484 5.14300 0.52779
C 0.07822 5.39687 -0.91394
C 0.86137 6.68015 -1.11380
H -3.99636 5.61612 -1.96012
H -4.26866 4.05669 -1.16939
H -2.71008 4.38253 -1.89989
H -3.90761 5.77677 0.54730
H -2.41079 6.29600 -0.17551
H -2.89253 3.83756 1.34718
H 0.81655 5.00556 0.96627
H -0.88083 5.45711 -1.40937
H 0.60067 4.54447 -1.34685
H 0.32188 7.54019 -0.70715
H 1.03305 6.84298 -2.17916
H 1.83353 6.61299 -0.62287
C -4.69018 -1.55560 1.87974
Si -3.18503 -0.45568 2.07017
C -3.23987 0.44373 3.70842
C -3.06060 0.74007 0.65723
C -1.68051 -1.64846 2.14226
H -5.58047 -0.93922 1.72863
H -4.85522 -2.16576 2.77107
H -4.60159 -2.22748 1.02379
H -4.26709 0.71750 3.96449
H -2.65266 1.36469 3.65335
H -2.84513 -0.16977 4.52215
H -2.06849 1.03775 0.29917
H -3.54181 1.67414 0.96550
H -3.60846 0.37069 -0.21571
H -1.65142 -2.31229 1.28550
H -1.75092 -2.23907 3.05675
N -4.55481 0.43949 -7.99415
C -4.00609 0.74188 -7.02835
C -3.32933 1.12156 -5.81791
C -4.05205 1.24968 -4.63250
C -3.40218 1.60680 -3.46707
C -2.01987 1.85010 -3.45275
C -1.30600 1.71499 -4.65645
C -1.95221 1.35753 -5.82232
C -1.33069 2.17344 -2.25137
C -0.67502 2.50522 -1.26498
H -5.11868 1.06429 -4.63383
H -3.95499 1.70127 -2.54058
H -0.23455 1.87790 -4.63838
H -1.39483 1.25028 -6.74400
I 3.49843 4.20429 0.88832
I 3.04797 2.29256 -3.00614

=====

(4)
127
Properties=species:S:1:pos:R:3 method="wB97M-V/def2-TZVPD" homo_lumo_gap_ev=8.6 charge=0 smiles="COC[C@]1(Br)OS(=O)(=O)[C@@](CC=O)(CCCCCCCCCCCCn2cccc2)C[C@H]1P(=O)(O)O.O=C1OCCO1.O=C1OCCO1.O=C1OCCO1.O=C1OCCO1.O=C1OCCO1" homo_energy_ha=-0.3114 energy_ev=-180180.8687 lumo_ev=0.11 mol_weight_g_mol=1054.8
C 4.08125 1.67986 -1.96039
O 3.95076 2.80540 -1.07825
C 3.28727 2.44415 0.13076
C 1.85272 3.13135 0.16643
Br 2.02814 4.77715 -0.93331
O 1.50136 3.59476 1.47275
S 0.61701 2.56100 2.35281
O 1.20661 2.55434 3.67225
O -0.76354 2.89729 2.46467
C 0.79443 0.80825 1.75893
C 2.16551 0.32567 2.29673
C 2.82937 -0.82653 1.53079
O 3.10547 -1.88861 2.03513
C -0.43582 0.08318 2.37795
C -0.29227 -1.45173 2.55937
C -0.96297 -2.27201 1.41741
C -0.04744 -2.45572 0.17331
C -0.91411 -2.32697 -1.12146
C 0.02485 -1.85032 -2.25985
C -0.61279 -1.88023 -3.66974
C 0.45661 -2.15504 -4.76802
C 1.79143 -1.39426 -4.54716
C 2.88557 -1.79017 -5.60550
C 4.00671 -0.71998 -5.65642
C 4.85468 -0.68221 -4.36899
N 5.52856 0.58741 -4.11907
C 6.45698 0.77404 -3.12258
C 6.86914 2.07071 -3.14133
C 6.20367 2.75732 -4.22556
C 5.39769 1.77657 -4.74680
C 0.63426 0.82468 0.19217
C 0.77396 2.23197 -0.50508
P -0.84052 3.09205 -0.80916
O -1.03332 4.33320 -0.07292
O -0.87553 3.48294 -2.40066
O -2.11625 2.12207 -0.57145
H 3.14221 1.09985 -2.05033
H 4.84721 1.01660 -1.52513
H 4.34699 2.01146 -2.97266
H 3.18324 1.35400 0.08848
H 3.90718 2.79683 0.96719
H 2.90331 1.13436 2.42282
H 1.99111 -0.04698 3.31903
H 3.11869 -0.66333 0.46216
H -1.37540 0.28194 1.84738
H -0.57011 0.50995 3.38642
H 0.72637 -1.82102 2.73417
H -0.86293 -1.71357 3.46710
H -1.11321 -3.27789 1.84954
H -1.96907 -1.89262 1.19189
H 0.79036 -1.74612 0.18024
H 0.39897 -3.46335 0.19389
H -1.67400 -1.55635 -0.90935
H -1.44099 -3.26049 -1.36299
H 0.87449 -2.55784 -2.26260
H 0.36950 -0.84566 -1.96634
H -1.35616 -2.69156 -3.72916
H -1.12287 -0.91428 -3.82872
H 0.63287 -3.24403 -4.75905
H 0.02023 -1.83689 -5.72732
H 1.58010 -0.31515 -4.65805
H 2.25557 -1.57827 -3.57002
H 3.35973 -2.74235 -5.31820
H 2.45497 -1.84901 -6.61326
H 3.54564 0.25556 -5.86361
H 4.66344 -0.96640 -6.50663
H 5.63561 -1.45570 -4.46676
H 4.26982 -0.97790 -3.48207
H 6.79612 0.01513 -2.42366
H 7.57757 2.54702 -2.46746
H 6.27394 3.78256 -4.56327
H 4.71987 1.95225 -5.57843
H 1.28758 0.13298 -0.35136
H -0.39293 0.49196 -0.02222
H 1.18807 2.02843 -1.50732
H -0.78454 2.69135 -2.95566
H -2.68713 2.22281 -1.35662
O -3.39176 1.72908 -3.55255
C -4.25190 2.55588 -3.56287
O -4.44657 3.45353 -2.57112
C -5.39986 4.41263 -3.03387
C -6.14110 3.64241 -4.09901
O -5.15147 2.71587 -4.55802
H -6.04582 4.74144 -2.22348
H -4.86558 5.27625 -3.43326
H -6.98907 3.08296 -3.69919
H -6.48760 4.27546 -4.91241
O 2.29790 -4.58509 -7.99004
C 1.28411 -4.23370 -8.49697
O 0.64426 -4.91185 -9.48209
C -0.62964 -4.30423 -9.66991
C -0.40763 -2.90747 -9.14676
O 0.61601 -3.09198 -8.16288
H -0.91588 -4.32092 -10.71928
H -1.37370 -4.85507 -9.09040
H -0.03878 -2.22445 -9.91484
H -1.30300 -2.48354 -8.69650
O -1.06905 -1.69602 6.99043
C -0.16837 -0.94014 6.81277
O 0.98696 -0.94098 7.52608
C 1.89886 -0.05286 6.87174
C 0.97634 0.86862 6.11524
O -0.16349 0.03655 5.87079
H 2.51763 0.47267 7.59566
H 2.54485 -0.63666 6.21098
H 0.66530 1.72883 6.71098
H 1.40588 1.22390 5.18223
O -2.85130 1.69966 12.19281
C -2.83866 0.91237 11.30063
O -2.07273 1.02921 10.18535
C -2.15944 -0.20846 9.46801
C -3.47133 -0.77360 9.94683
O -3.58727 -0.21797 11.26462
H -2.14448 -0.03968 8.39639
H -1.30813 -0.83556 9.74016
H -4.31383 -0.43843 9.34801
H -3.47318 -1.85848 9.98083
O -4.10930 -2.05986 7.54679
C -5.13851 -1.69026 7.08554
O -5.87476 -2.38954 6.18330
C -7.13496 -1.73169 6.04916
C -6.81770 -0.31949 6.47652
O -5.73711 -0.50689 7.38999
H -7.49561 -1.79038 5.02453
H -7.85815 -2.21672 6.70831
H -6.47519 0.30279 5.64717
H -7.65702 0.17197 6.96370